No. 1
Computed, not measured: 10 unconnected molecules or ions with the total composition H19O10, with the ωB97M-V functional and the def2-TZVPD basis.

```
! wB97M-V def2-TZVPD RIJCOSX def2/J DEFGRID3
* xyz 0 2
O 0.18 0.43 -4.20
H -0.17 0.25 -3.21
H 1.05 0.72 -4.21
O -1.48 2.17 2.67
H -1.29 1.86 1.79
H -0.68 1.88 3.08
O 3.16 -0.72 1.11
H 3.51 -0.09 1.58
H 2.78 -0.49 0.22
O -0.93 0.01 -1.78
H -1.15 -1.74 -1.44
H -1.58 0.10 -2.42
O -0.60 -2.49 -1.20
H 0.92 -0.11 1.79
H 0.13 -2.40 -1.73
O -3.56 0.11 2.46
H -2.54 0.10 2.53
H -3.57 0.62 1.76
O -0.64 1.74 0.04
H -0.84 0.97 -0.69
H -0.85 2.48 -0.48
O 0.65 0.81 2.10
H 1.02 1.24 1.35
H 0.19 -3.90 0.44
O 0.43 -4.14 1.29
H 1.31 -3.65 1.32
O 1.86 1.65 -1.42
H 1.15 1.55 -0.68
H 1.55 1.04 -2.10
*
```

Gap between HOMO and LUMO (alpha / beta) (eV): 9.9 / 4.3



No. 2
Computed, not measured: a molecular structure, C26H50CrGeN12O5S, with the ωB97M-V functional and the def2-TZVPD basis.

```
! wB97M-V def2-TZVPD RIJCOSX def2/J DEFGRID3
* xyz 1 2
Cr 0.03 -0.36 -0.78
N -8.69 -0.87 -0.91
C -7.40 -0.46 -0.74
C -6.75 0.26 -1.74
C -5.43 0.65 -1.59
C -4.75 0.31 -0.43
C -5.38 -0.41 0.57
C -6.69 -0.79 0.42
S -3.04 0.76 -0.25
O -2.81 2.10 -0.74
O -2.64 0.52 1.13
N -2.10 -0.27 -1.08
C -1.92 -0.23 -2.39
N -0.61 -0.46 -2.70
C -0.30 -0.65 -3.97
C -1.27 -0.55 -4.96
C -2.55 -0.19 -4.56
N -2.88 -0.02 -3.29
H -9.24 -0.46 -1.65
H -9.20 -1.21 -0.11
H -7.28 0.52 -2.65
H -4.91 1.21 -2.34
H -4.83 -0.64 1.47
H -7.19 -1.36 1.20
H 0.74 -0.85 -4.20
H -1.03 -0.72 -6.00
H -3.35 -0.04 -5.27
N -0.02 -0.67 1.38
C 0.38 -2.04 1.74
C -0.57 -2.64 2.80
C -0.21 -4.04 3.34
C 1.22 -4.16 3.87
N 2.13 -4.26 2.75
C 3.42 -4.05 2.76
N 4.09 -3.77 3.90
N 4.10 -4.11 1.61
C 0.44 -2.89 0.42
O 0.90 -4.04 0.49
O 0.06 -2.32 -0.62
H 0.35 -0.01 2.06
H -1.04 -0.55 1.42
H 1.40 -1.99 2.13
H -1.58 -2.69 2.38
H -0.61 -1.94 3.64
H -0.36 -4.79 2.56
H -0.90 -4.26 4.15
H 1.30 -5.06 4.49
H 1.46 -3.29 4.49
H 1.64 -4.33 1.80
H 3.64 -3.90 4.79
H 5.09 -3.69 3.89
H 3.58 -4.18 0.75
H 5.05 -3.81 1.56
N 2.45 1.87 2.54
N 2.57 1.57 1.11
H 3.14 2.58 2.75
H 2.76 1.03 3.03
H 2.45 2.46 0.63
H 1.75 1.02 0.84
C 4.69 1.53 -1.19
Ge 3.90 -0.24 -0.70
C 4.43 -0.84 1.16
C 4.94 -1.48 -1.90
C 2.05 -0.49 -1.38
H 5.72 1.38 -1.50
H 4.69 2.25 -0.38
H 4.15 1.95 -2.04
H 5.27 -1.53 1.07
H 3.61 -1.34 1.67
H 4.77 -0.01 1.76
H 6.01 -1.44 -1.74
H 4.75 -1.19 -2.93
H 4.62 -2.52 -1.78
H 2.09 -1.50 -1.81
H 2.09 0.18 -2.25
C -0.60 2.95 1.75
N -0.26 3.60 0.50
C -0.24 5.05 0.55
C 0.30 5.62 -0.75
C -0.46 4.95 -1.89
N -0.18 3.53 -1.83
C -0.37 2.79 -3.05
C -0.19 2.87 -0.64
O -0.02 1.63 -0.56
H 0.30 2.74 2.34
H -1.15 2.03 1.55
H -1.26 3.61 2.33
H 0.40 5.33 1.40
H -1.25 5.43 0.73
H 1.36 5.40 -0.85
H 0.16 6.70 -0.78
H -0.11 5.31 -2.86
H -1.54 5.14 -1.80
H 0.02 3.38 -3.88
H -1.43 2.58 -3.22
H 0.17 1.85 -3.00
*
```

Gap between HOMO and LUMO (alpha / beta) (eV): 7.5 / 7.9



No. 3
Computed, not measured: a gas-phase ion, C2H6N3O2 (charge +1), with the ωB97M-V functional and the def2-TZVPD basis.

```
! wB97M-V def2-TZVPD RIJCOSX def2/J DEFGRID3
* xyz 1 1
N -0.76 1.85 -0.02
C -0.35 0.59 0.05
C 1.03 0.22 0.07
N 1.32 -1.23 0.03
N -1.42 -0.43 0.02
O -2.48 0.12 -0.07
O -1.16 -1.59 0.08
H -0.24 2.56 0.41
H -1.69 1.93 -0.38
H 1.62 1.08 -0.06
H 1.40 -1.66 -0.91
H 0.58 -1.90 0.38
H 2.16 -1.55 0.40
*
```

SMILES: N/C(=C/[NH3+])[N+](=O)[O-]
Gap between HOMO and LUMO (eV): 8.7



Short version: ΔE to the lowest compared entry with this formula, charge and spin = 202.43, 102.48, 361.45 kJ/mol, in the order given.
Short version: max |F| = 0.168, 0.034, 0.118 Eh/bohr, in the order given.
Short version: E = -20777.774, -151661.052, -10725.198 eV, in the order given.